{
  "formula": "CHNOS",
  "method": "the ωB97M-V functional and the def2-TZVPD basis",
  "species": ["C", "N", "O", "S", "H"],
  "coordinates": [[-1.33921, -0.23301, 0.05452], [-0.52593, -0.48922, -0.69203], [1.70393, 1.03421, 0.18648], [2.38541, -0.18762, -0.16137], [-2.22420, -0.12435, 0.61240]],
  "forces_ev_per_a": [[-0.99, -0.16, 0.19], [1.01, -0.27, -0.87], [-0.93, 2.05, 0.63], [1.24, -1.92, -0.54], [-0.33, 0.31, 0.59]],
  "nbo_charge": [0.090, -0.322, -0.714, 0.719, 0.227],
  "gap_ev": [7.7571, 7.7367],
  "e_above_lowest_kcal_mol": 27.17
}

---

{
  "formula": "CHNOS",
  "method": "the ωB97M-V functional and the def2-TZVPD basis",
  "species": ["C", "N", "O", "S", "H"],
  "coordinates": [[0.58546, 0.07437, -0.09772], [-0.37367, -0.48883, -0.79613], [0.34908, -1.08637, 0.50618], [1.69503, 1.26955, 0.05221], [-2.25591, 0.23128, 0.33547]],
  "forces_ev_per_a": [[2.77, 1.80, 1.03], [-0.66, -1.18, 1.09], [-1.19, 0.27, -1.58], [-1.18, -0.81, -0.30], [0.26, -0.07, -0.24]],
  "nbo_charge": [0.199, 0.049, -0.318, 0.007, 0.063],
  "gap_ev": [9.4824, 6.7453],
  "e_above_lowest_kcal_mol": 126.99
}

---

{
  "formula": "CHNOS2",
  "method": "the ωB97M-V functional and the def2-TZVPD basis",
  "species": ["C", "N", "O", "S", "S", "H"],
  "coordinates": [[-0.87068, -0.08823, -0.12875], [0.44684, -0.66802, -0.57388], [1.74791, 0.95531, 0.81856], [-2.08854, -0.98929, 0.31854], [1.81084, -0.12830, -0.17791], [-1.04638, 0.91852, -0.25656]],
  "forces_ev_per_a": [[2.32, -2.87, -0.80], [-1.46, 0.87, 0.29], [0.76, -0.91, -0.98], [-0.41, -0.71, 0.40], [-1.70, 1.25, 1.42], [0.49, 2.37, -0.33]],
  "nbo_charge": [-0.170, -0.778, -0.855, 0.133, 1.473, 0.198],
  "gap_ev": 7.8840,
  "e_above_lowest_kcal_mol": 16.85
}

---

{
  "formula": "CHNiO2",
  "method": "the ωB97M-V functional and the def2-TZVPD basis",
  "species": ["H", "O", "C", "O", "Ni"],
  "coordinates": [[1.26942, 0.45424, -0.54539], [0.90471, -0.59485, -0.36045], [-0.15961, -0.68354, 0.39917], [-0.51318, 0.17829, 1.22303], [-1.50134, 0.64585, -0.71636]],
  "forces_ev_per_a": [[-1.29, -3.82, 1.31], [2.14, 3.08, -1.44], [-0.92, 2.12, 1.01], [0.39, -1.04, -1.28], [-0.32, -0.33, 0.39]],
  "mulliken_spin": [0.071, -0.023, 0.542, 0.142, 2.268],
  "s_squared": 3.791,
  "gap_ev": [7.1639, 6.7539],
  "multiplicity": 4,
  "e_above_lowest_kcal_mol": 41.48
}

---

{
  "formula": "CHO3PS2",
  "method": "the ωB97M-V functional and the def2-TZVPD basis",
  "species": ["C", "O", "O", "O", "P", "S", "S", "H"],
  "coordinates": [[0.42025, 1.09229, -1.03282], [2.93539, 1.74341, -1.67031], [1.03421, 3.40874, -2.26496], [0.73863, 0.91822, -2.91122], [1.53839, 2.01081, -2.11352], [-1.33136, -1.62893, 0.61637], [-1.08641, 1.06229, -0.64311], [-0.14071, -1.51710, -0.06616]],
  "forces_ev_per_a": [[-2.18, 0.92, 0.00], [0.40, 0.17, -0.77], [0.29, 0.00, -0.24], [0.82, 0.49, -0.01], [0.13, -0.56, 0.50], [0.60, -0.27, -0.24], [0.76, -0.59, 0.27], [-0.83, -0.16, 0.50]],
  "nbo_charge": [-0.424, -1.167, -1.157, -1.003, 2.344, -0.973, 0.269, 0.112],
  "charge": -2,
  "gap_ev": 6.1121,
  "e_above_lowest_kcal_mol": 58.90
}

---

{
  "formula": "CHO3Rb",
  "method": "the ωB97M-V functional and the def2-TZVPD basis",
  "species": ["Rb", "O", "C", "O", "O", "H"],
  "coordinates": [[0.74330, 3.22007, -1.42005], [0.60957, -0.88190, 0.98297], [-0.29646, -0.32680, 0.08519], [-1.14265, -1.11791, -0.37698], [-0.17118, 0.89311, -0.19889], [0.25744, -1.78657, 0.92776]],
  "forces_ev_per_a": [[-0.33, -0.84, 0.43], [-0.44, 0.01, -0.38], [-0.98, -0.21, -1.01], [0.53, 0.34, 0.40], [0.77, 0.72, 0.11], [0.45, -0.02, 0.45]],
  "lowdin_charge": [1.007, 0.025, -0.837, -0.040, -0.248, 0.092],
  "gap_ev": 6.5853,
  "e_above_lowest_kcal_mol": 9.02
}

---

{
  "formula": "CHPS3",
  "method": "the ωB97M-V functional and the def2-TZVPD basis",
  "species": ["C", "P", "S", "S", "S", "H"],
  "coordinates": [[-1.04348, 0.73082, 1.41792], [-0.04479, -0.07507, -2.29976], [0.19542, 1.07338, 2.30066], [-2.06405, 0.34760, 0.36974], [1.42747, -1.22886, -1.57658], [1.52942, -0.84787, -0.21197]],
  "forces_ev_per_a": [[1.93, 0.31, 0.80], [0.33, -0.11, -0.06], [-0.37, 0.06, 0.19], [-1.67, -0.39, -0.86], [-0.13, 0.42, 1.20], [-0.09, -0.28, -1.27]],
  "nbo_charge": [-0.389, 0.094, 0.146, 0.246, -0.227, 0.131],
  "gap_ev": [6.5846, 6.5909],
  "e_above_lowest_kcal_mol": 31.39
}

---

{
  "formula": "CI3O2S",
  "method": "the ωB97M-V functional and the def2-TZVPD basis",
  "species": ["C", "O", "O", "S", "I", "I", "I"],
  "coordinates": [[0.98082, -1.11006, -0.41356], [-2.11427, 1.43921, 0.63089], [-0.67773, 2.59976, -1.10322], [-1.06220, 1.36576, -0.38729], [-0.88149, -2.26521, -0.03110], [0.99723, 0.45831, 1.18026], [2.75764, -2.48776, 0.12402]],
  "forces_ev_per_a": [[0.31, -0.41, -0.09], [0.95, 0.56, -1.01], [-0.62, -1.25, 1.38], [-1.40, 1.08, -1.15], [0.22, -0.13, 0.03], [1.16, -0.27, 0.91], [-0.63, 0.42, -0.08]],
  "nbo_charge": [-0.717, -0.906, -0.906, 1.573, -0.031, 0.071, -0.083],
  "charge": -1,
  "gap_ev": [7.0729, 7.0731],
  "e_above_lowest_kcal_mol": 30.09
}

---

{
  "formula": "CI3OP",
  "method": "the ωB97M-V functional and the def2-TZVPD basis",
  "species": ["C", "O", "P", "I", "I", "I"],
  "coordinates": [[-0.90763, 0.47594, 0.19026], [2.28665, 0.82119, 1.74228], [3.57465, 0.91918, 1.09429], [3.92866, -1.25598, 0.09894], [-2.60508, 1.32377, 0.92632], [-0.21420, -1.36714, 0.95979]],
  "forces_ev_per_a": [[0.94, -0.45, -0.43], [-1.11, 0.35, 0.80], [0.84, 0.14, -0.45], [0.35, -0.43, -0.32], [-0.29, -0.24, 0.42], [-0.73, 0.63, -0.02]],
  "nbo_charge": [-0.483, -0.989, 1.206, -0.218, 0.267, 0.217],
  "gap_ev": 7.0463,
  "e_above_lowest_kcal_mol": 52.54
}

---

{
  "formula": "CInO3",
  "method": "the ωB97M-V functional and the def2-TZVPD basis",
  "species": ["In", "C", "O", "O", "O"],
  "coordinates": [[-3.07885, -0.60697, 0.50465], [0.74474, 0.31617, -0.11276], [1.58595, -0.21783, 0.68853], [-0.46693, 0.42341, 0.15519], [1.21510, 0.08522, -1.23560]],
  "forces_ev_per_a": [[0.22, 0.12, -0.03], [-3.35, -3.24, 1.50], [0.46, 1.23, -1.24], [1.08, 1.28, -0.05], [1.58, 0.60, -0.20]],
  "nbo_charge": [0.998, 0.904, -0.139, -0.603, -0.159],
  "charge": 1,
  "gap_ev": 7.6640,
  "e_above_lowest_kcal_mol": 0.00
}

---

{
  "formula": "CN2O2S",
  "method": "the ωB97M-V functional and the def2-TZVPD basis",
  "species": ["C", "N", "N", "O", "O", "S"],
  "coordinates": [[1.08987, 1.10247, 0.89702], [-1.94239, -1.21207, 0.36597], [-1.91558, -1.39413, -0.72602], [1.70315, 0.32578, 0.33198], [0.37809, 1.80928, 1.44161], [-1.87242, -1.72036, -2.19382]],
  "forces_ev_per_a": [[-0.75, -0.28, 0.01], [-0.03, 0.46, 1.44], [-0.04, 0.22, 2.30], [1.65, -1.33, -1.09], [-0.92, 1.60, 1.09], [0.10, -0.67, -3.74]],
  "nbo_charge": [1.018, 0.018, -0.144, -0.510, -0.508, 0.127],
  "gap_ev": 10.5606,
  "e_above_lowest_kcal_mol": 2.80
}

---

{
  "formula": "CN2O5S2",
  "method": "the ωB97M-V functional and the def2-TZVPD basis",
  "species": ["C", "N", "N", "O", "O", "O", "O", "O", "S", "S"],
  "coordinates": [[0.93595, 1.38595, 0.23497], [-0.35552, 0.86805, -0.27869], [-1.13432, -0.13329, 0.34899], [1.48943, 2.22715, -0.51456], [1.21320, 1.06549, 1.36861], [-2.15781, 0.15529, -2.26332], [1.05087, -1.45937, -0.14886], [-0.43894, -2.48644, 1.42732], [-0.85670, -0.38445, -1.25953], [0.25384, -1.23837, 1.08508]],
  "forces_ev_per_a": [[0.81, 1.82, -1.81], [-0.81, 1.64, -1.40], [-0.07, -0.91, 1.97], [-0.50, -0.83, -0.12], [0.25, 0.02, 1.68], [4.22, -1.94, 3.59], [0.58, 0.05, 0.02], [-1.13, -0.93, 0.17], [-4.06, 2.67, -5.44], [0.70, -1.59, 1.33]],
  "nbo_charge": [0.863, -0.550, -0.629, -0.782, -0.735, -1.005, -1.058, -1.070, 1.361, 1.603],
  "charge": -2,
  "gap_ev": 6.4200
}

---

| no. | DFT total energy (Eh) |
| --- | --- |
| 1 | -566.78713 |
| 2 | -566.62805 |
| 3 | -965.00623 |
| 4 | -1697.29352 |
| 5 | -1402.16889 |
| 6 | -288.54281 |
| 7 | -1574.54513 |
| 8 | -1479.85567 |
| 9 | -1347.67521 |
| 10 | -453.52492 |
| 11 | -696.29303 |
| 12 | -1320.08983 |